Computed, not measured: C20H18F2N2O3S as an isolated structure in a non-equilibrium geometry, with ωB97M-V/def2-TZVPD.

Output
Charge   0
HOMO level   -7.75 eV

Each line ends with the Mulliken charge.
Element x y z (Å)
C -2.56 0.03 2.57  -1.800
C -1.77 0.81 1.43  0.841
C -2.23 1.56 0.29  0.105
N -1.29 2.06 -0.32  -0.352
C -0.28 1.63 0.27  -0.328
C 1.02 2.08 0.20  0.469
C 1.36 2.60 -0.90  1.174
C 2.75 3.04 -1.48  -1.064
C 3.69 2.77 -0.51  -0.257
C 3.43 2.15 0.80  -0.809
C 2.01 2.10 1.10  -0.220
H 1.69 1.57 1.93  0.672
H 4.18 1.81 1.44  0.558
H 4.80 3.06 -0.59  0.246
H 3.01 3.43 -2.44  0.450
F 0.46 2.98 -1.88  -0.335
O -0.56 0.89 1.56  -0.385
C -3.78 1.42 -0.20  -0.902
H -3.73 2.40 -1.06  0.353
H -4.56 1.57 0.59  0.396
S -4.13 -0.09 -1.34  0.267
O -4.31 -1.06 -0.08  -0.640
C -2.42 -0.17 -1.98  -1.605
C -1.36 -0.79 -0.99  0.568
O -0.19 -0.17 -1.43  -0.661
N -1.55 -1.93 -0.50  0.087
H -2.62 -2.31 -0.37  0.454
C -0.73 -2.46 0.44  -0.570
C 0.61 -2.47 0.28  0.372
C 1.53 -1.71 1.07  -0.364
C 2.85 -1.36 0.65  -0.292
C 3.32 -2.08 -0.56  0.262
C 2.61 -2.79 -1.25  -0.312
C 1.23 -3.15 -0.98  -0.878
H 0.59 -3.69 -1.61  0.491
H 3.06 -3.07 -2.12  0.511
F 4.69 -1.86 -0.90  -0.348
H 3.47 -0.85 1.60  0.242
H 1.06 -1.16 1.89  0.295
H -1.14 -3.56 0.54  0.459
H -0.90 -2.32 1.64  0.053
H -2.73 -0.90 -2.63  0.644
H -2.21 0.64 -2.39  0.866
H -1.93 -0.67 3.09  0.321
H -3.43 -0.60 1.96  0.204
H -3.00 0.63 3.15  0.762


Computed, not measured: a single C20H18FN3O3 molecule in a non-equilibrium geometry, with ωB97M-V/def2-TZVPD.

Output
Charge   0
HOMO level   -8.46 eV
Relative energy (zero: lowest compared OMol25 entry of this formula, charge and spin)   0.4893 eV

Each line ends with the Mulliken charge.
Element x y z (Å)
C -3.43 -2.52 -0.83  -0.685
O -2.30 -3.36 -0.92  -0.497
C -1.13 -2.94 -0.39  0.715
C -0.93 -1.71 0.24  0.132
C 0.32 -1.39 0.75  -0.302
C 1.39 -2.27 0.65  -0.075
C 2.75 -1.88 1.14  -1.072
C 3.67 -1.52 -0.04  -0.998
N 3.01 -0.72 -1.05  -0.214
C 2.48 0.49 -0.75  0.554
O 1.50 0.98 -1.52  -0.362
C 1.22 2.21 -1.00  0.601
C 0.16 3.06 -1.62  -0.728
O -1.07 2.39 -1.81  -0.503
C -1.79 2.00 -0.72  0.498
C -3.01 1.39 -1.01  -0.423
C -3.84 0.95 0.01  -0.442
C -3.42 1.11 1.32  0.327
F -4.22 0.66 2.32  -0.371
C -2.22 1.71 1.63  -0.692
C -1.40 2.16 0.61  -0.432
N 1.94 2.51 0.02  -0.620
C 2.78 1.44 0.22  0.431
C 3.73 1.39 1.24  -0.001
N 4.51 1.33 2.09  -0.567
C 1.18 -3.50 0.03  -0.367
C -0.06 -3.83 -0.48  -0.715
H -3.26 -1.58 -1.37  0.225
H -4.24 -3.06 -1.31  0.334
H -3.69 -2.30 0.21  0.319
H -1.73 -1.00 0.33  -0.106
H 0.45 -0.44 1.24  0.474
H 2.67 -1.03 1.82  0.335
H 3.21 -2.70 1.69  0.490
H 4.03 -2.42 -0.54  0.439
H 4.54 -0.96 0.33  0.454
H 2.43 -1.25 -1.70  0.342
H 0.46 3.35 -2.63  0.354
H 0.04 3.96 -1.00  0.356
H -3.30 1.28 -2.04  0.441
H -4.79 0.48 -0.20  0.515
H -1.93 1.82 2.66  0.453
H -0.46 2.63 0.86  0.523
H 1.99 -4.20 -0.05  0.418
H -0.23 -4.78 -0.96  0.440


Computed, not measured: C20H18IN6STa as an isolated structure, with ωB97M-V/def2-TZVPD.

Output
Charge   +4
HOMO level   -20.55 eV
Relative energy (zero: lowest compared OMol25 entry of this formula, charge and spin)   0.0000 eV

Each line ends with the Mulliken charge.
Element x y z (Å)
Ta 0.51 -0.68 0.36  0.864
C 4.02 1.42 2.32  -1.706
C 2.82 1.04 1.53  1.022
N 2.17 -0.08 1.70  0.237
N 2.60 -0.95 2.68  -0.555
C 1.72 -1.83 3.16  0.811
N 2.03 -2.66 4.12  -0.319
S 0.12 -1.81 2.48  -0.282
C 2.22 1.89 0.49  0.695
C 2.69 3.14 0.18  -0.782
C 1.98 3.93 -0.75  -0.561
C 0.82 3.43 -1.30  -0.945
C 0.42 2.14 -0.96  0.193
N 1.10 1.36 -0.10  -0.121
H 3.84 1.28 3.39  0.477
H 4.31 2.45 2.17  0.380
H 4.87 0.79 2.02  0.449
H 3.56 -0.87 3.02  0.257
H 2.93 -2.67 4.59  0.254
H 1.35 -3.34 4.45  0.263
H 3.58 3.54 0.64  0.354
H 2.34 4.92 -1.00  0.511
H 0.22 4.01 -1.99  0.486
H -0.48 1.72 -1.39  0.492
C -0.21 -0.93 -4.08  -1.063
C 0.38 -0.70 -2.84  -0.181
N -0.32 -0.73 -1.70  0.452
C -1.67 -0.96 -1.78  0.565
C -2.33 -1.22 -2.98  0.702
C -1.56 -1.21 -4.16  -0.530
C -3.75 -1.44 -2.96  -1.017
C -4.44 -1.34 -1.80  -0.989
C -3.78 -1.02 -0.57  0.694
C -4.46 -0.80 0.65  -0.473
C -3.75 -0.42 1.76  -1.108
C -2.37 -0.32 1.70  0.073
N -1.66 -0.58 0.57  -0.244
C -2.39 -0.88 -0.56  0.261
H 0.41 -0.89 -4.97  0.462
H 1.44 -0.50 -2.77  0.620
H -2.03 -1.40 -5.11  0.545
H -4.25 -1.66 -3.89  0.495
H -5.52 -1.48 -1.78  0.488
H -5.54 -0.91 0.69  0.542
H -4.24 -0.19 2.70  0.453
H -1.81 -0.03 2.58  0.651
I 2.07 -2.55 -0.49  0.127


Computed, not measured: a 2-piece molecular cluster, C20H18N4O2 overall in a non-equilibrium geometry, with ωB97M-V/def2-TZVPD.

Output
Charge   0
HOMO level   -7.84 eV
Relative energy (zero: lowest compared OMol25 entry of this formula, charge and spin)   6.7348 eV

Each line ends with the Mulliken charge.
Element x y z (Å)
C -2.23 -0.92 3.60  -1.722
C -1.07 -1.34 2.77  0.230
N -0.90 -2.62 2.32  0.278
C -1.85 -3.69 2.51  -0.936
C 0.32 -2.72 1.62  -0.246
C 0.91 -1.43 1.61  1.019
C 2.06 -1.20 0.86  -0.024
C 2.62 -2.27 0.17  -1.031
C 2.04 -3.55 0.21  -0.636
C 0.85 -3.80 0.93  -1.084
C 0.00 -0.53 2.30  1.411
C 0.10 0.86 2.32  -0.544
C 1.33 1.60 2.42  1.036
C 2.56 1.04 2.85  -0.392
C 3.74 1.78 2.73  -0.571
C 3.71 3.08 2.21  -0.479
C 2.48 3.69 1.91  -0.440
C 1.30 2.99 2.08  -0.768
H -2.06 0.12 3.91  0.382
H -3.16 -0.95 3.00  0.359
H -2.38 -1.54 4.50  0.414
H -1.49 -4.60 2.00  0.335
H -1.97 -3.90 3.58  0.310
H -2.83 -3.43 2.08  0.316
H 2.47 -0.20 0.81  0.340
H 3.52 -2.11 -0.42  0.400
H 2.50 -4.37 -0.33  0.384
H 0.38 -4.77 0.98  0.264
H -0.84 1.43 2.36  0.245
H 2.59 0.02 3.25  0.521
H 4.69 1.33 3.00  0.405
H 4.65 3.61 2.01  0.393
H 2.46 4.70 1.50  0.400
H 0.35 3.48 1.89  0.298
N -0.27 1.46 0.10  0.059
C -1.39 1.10 -0.59  -0.378
N -1.44 1.56 -1.85  -0.675
C -0.24 2.23 -1.98  0.070
N 0.14 2.95 -3.15  0.989
O 1.22 3.57 -3.09  -0.624
O -0.62 2.92 -4.12  -0.584
C 0.51 2.15 -0.79  -0.598
H -2.19 0.50 -0.16  0.397
H 1.49 2.61 -0.68  0.475